(1)
Molecular formula: C56H61IN6O2SeTa
Method: DFT, wB97M-V/def2-TZVPD

Structure (ORCA input):
```
! wB97M-V def2-TZVPD RIJCOSX def2/J DEFGRID3
* xyz 1 1
Ta -0.37 0.55 0.57
C -5.57 0.09 -3.18
C -4.40 -0.88 -3.33
C -3.13 -0.33 -2.77
C -2.24 0.56 -3.40
C -2.45 1.23 -4.72
C -2.84 2.71 -4.56
C -1.19 0.74 -2.52
N -1.41 0.15 -1.30
C -2.61 -0.56 -1.50
C -3.16 -1.45 -0.57
C -2.86 -1.44 0.74
C -3.48 -2.21 1.78
C -4.34 -3.41 1.53
C -3.51 -4.65 1.19
C -3.15 -1.63 2.97
C -2.34 -0.49 2.65
C -2.08 0.57 3.52
C -1.49 1.76 3.15
N -0.88 2.03 1.93
C -0.45 3.37 2.05
C 0.35 3.98 1.16
C 0.75 3.42 -0.07
N 0.18 2.26 -0.60
C 0.68 2.19 -1.88
C 0.10 1.31 -2.92
C 1.56 3.23 -2.15
C 1.59 4.03 -0.99
C 2.25 5.37 -0.83
C 3.55 5.33 -0.02
C 2.20 3.52 -3.48
C 3.73 3.57 -3.46
C -0.84 3.91 3.33
C -1.45 2.92 4.02
C -2.02 2.96 5.40
C -3.54 3.11 5.43
C -0.54 5.29 3.80
C 0.85 5.39 4.44
N -2.07 -0.42 1.31
C -3.63 -2.04 4.33
C -2.87 -3.24 4.90
H -6.49 -0.34 -3.60
H -5.38 1.03 -3.70
H -5.75 0.32 -2.13
H -4.24 -1.10 -4.39
H -4.64 -1.83 -2.87
H -3.23 0.71 -5.27
H -1.56 1.16 -5.35
H -3.73 2.81 -3.93
H -3.04 3.18 -5.52
H -2.04 3.27 -4.07
H -3.91 -2.15 -0.92
H -5.03 -3.20 0.72
H -4.95 -3.60 2.42
H -2.87 -4.46 0.32
H -4.15 -5.49 0.96
H -2.86 -4.93 2.02
H -2.46 0.51 4.52
H 0.72 4.97 1.40
H -0.05 1.92 -3.81
H 1.56 6.06 -0.35
H 2.44 5.79 -1.82
H 3.36 4.97 0.99
H 4.00 6.32 0.05
H 4.28 4.65 -0.48
H 1.81 4.46 -3.87
H 1.90 2.75 -4.19
H 4.11 4.42 -2.89
H 4.13 3.65 -4.47
H 4.14 2.66 -3.01
H -1.56 3.78 5.95
H -1.72 2.05 5.94
H -3.85 4.04 4.94
H -3.92 3.12 6.45
H -4.03 2.29 4.90
H -1.30 5.60 4.52
H -0.62 5.99 2.96
H 0.93 4.72 5.29
H 1.06 6.41 4.78
H 1.63 5.11 3.72
H -4.69 -2.28 4.28
H -3.56 -1.19 5.02
H -3.05 -4.13 4.29
H -3.20 -3.46 5.92
H -1.80 -3.07 4.92
C 0.44 -1.04 5.04
C 1.13 0.17 4.50
N 1.77 0.96 5.34
C 2.55 1.95 4.89
C 2.82 2.14 3.55
C 3.84 3.16 3.12
O 5.06 3.08 3.84
C 2.12 1.34 2.63
C 2.60 1.08 1.30
N 1.92 0.49 0.38
C 2.71 -0.19 -0.61
C 3.81 0.40 -1.21
C 4.65 -0.35 -2.02
C 4.39 -1.70 -2.22
C 3.27 -2.29 -1.65
C 2.43 -1.53 -0.86
I 0.63 -2.31 -0.16
C 1.17 0.42 3.10
O 0.39 -0.25 2.26
H 0.49 -1.02 6.13
H 0.93 -1.95 4.68
H -0.60 -1.10 4.72
H 3.03 2.58 5.63
H 3.46 4.17 3.31
H 4.01 3.11 2.04
H 5.38 2.17 3.82
H 3.67 1.21 1.14
H 4.00 1.46 -1.05
H 5.50 0.11 -2.50
H 5.04 -2.29 -2.85
H 3.04 -3.33 -1.85
Se 1.37 -0.11 -3.56
C 0.37 -0.71 -5.08
C 0.59 -0.14 -6.32
C -0.16 -0.55 -7.42
C -1.12 -1.55 -7.27
C -1.31 -2.15 -6.03
C -0.56 -1.73 -4.93
H 1.33 0.64 -6.44
H 0.01 -0.10 -8.39
H -1.70 -1.87 -8.12
H -2.04 -2.94 -5.91
H -0.71 -2.19 -3.96
*
```

The value obtained for the HOMO energy is -8.9 eV. The frontier orbital gap comes out at 5.239 eV. For the energy relative to the best compared isomer or geometry (same formula, charge and spin), the calculation gives 155.9 kJ/mol.


(2)
Molecular formula: C6H12O
Method: DFT, wB97M-V/def2-TZVPD

Structure (ORCA input):
```
! wB97M-V def2-TZVPD RIJCOSX def2/J DEFGRID3
* xyz 0 1
C 2.87 0.13 0.50
C 1.74 0.76 -0.28
O 0.46 0.75 0.39
C 0.15 -0.35 1.04
C -1.35 -0.33 1.20
C -1.71 -0.92 -0.19
C -2.03 0.15 -1.23
H 2.63 -0.91 0.74
H 3.04 0.67 1.44
H 3.79 0.17 -0.09
H 1.59 0.25 -1.24
H 1.93 1.82 -0.50
H -0.82 -1.49 -0.52
H -1.79 0.67 1.34
H -1.67 -0.99 2.01
H -2.50 -1.66 -0.11
H -2.00 -0.27 -2.25
H -3.03 0.57 -1.08
H -1.31 0.97 -1.18
*
```

The value obtained for the HOMO energy is -8.2 eV. The frontier orbital gap comes out at 9.246 eV. For the energy relative to the best compared isomer or geometry (same formula, charge and spin), the calculation gives 298.8 kJ/mol.